DFT (wB97M-V/def2-TZVPD) results for C21H24ClIMgNOSb2 as an isolated structure in a non-equilibrium geometry.

The calculation puts the HOMO energy at -0.379 Ha. As for the molar mass: 736.6 g mol⁻¹. As for the gap between HOMO and LUMO: 7.15 eV. The value obtained for the total energy is -2382.93768 hartree. For the LUMO energy, the calculation gives -0.1162 hartree. As for the charge: +1. Its maximum force is 1.1 eV/Å.

Cartesian coordinates (Å):
H (5.7697, 1.0323, 2.3749)
C (2.8204, 3.7607, 1.5096)
C (-1.7699, -3.1896, -2.1519)
H (-1.1689, -3.0818, -3.0521)
H (0.7098, 1.1593, 3.6189)
H (-2.7274, -2.9707, 1.1307)
H (1.5503, -4.4772, 0.1588)
H (0.7919, -0.5902, 3.9155)
H (-2.1808, 2.5589, 3.0169)
C (-1.3521, -2.8909, 3.5059)
C (-0.6070, -3.1086, 4.6703)
H (-3.2537, -2.0058, 2.9740)
C (0.9062, -4.4015, -0.7142)
C (2.5917, 1.0082, 1.1830)
C (-0.2570, -4.8254, 2.5621)
C (-2.3319, -1.7607, 3.5013)
Cl (5.3587, 3.6715, 2.3871)
H (-3.6744, 1.6017, 2.9344)
C (1.4849, 1.8396, 0.8194)
H (1.5027, -4.1318, -1.5845)
C (0.4622, -5.0282, 3.7244)
H (-2.1694, -4.1997, -2.0940)
I (-0.0423, 4.3909, 0.6252)
H (5.4120, -1.4081, 2.0689)
C (-1.1567, -3.7631, 2.4208)
H (-0.7612, -2.4424, 5.5114)
C (-1.8654, -3.6356, 1.1026)
C (3.3975, -1.1563, 1.3681)
Sb (-0.5426, -2.8534, -0.4358)
H (0.8317, -4.2989, 5.7129)
H (-2.1903, -4.6116, 0.7426)
C (0.1376, 0.2820, 3.9240)
O (0.3885, 1.2902, 0.3545)
H (-0.1414, -5.5177, 1.7348)
N (2.4071, -0.3410, 1.0570)
H (0.4129, -5.3542, -0.8946)
H (-2.5822, -2.4672, -2.1692)
H (-0.2426, 0.4380, 4.9320)
C (4.6328, -0.6976, 1.8335)
C (1.6285, 3.2037, 1.0303)
Sb (-1.4889, 0.0186, 2.5502)
C (-2.6617, 1.6334, 3.3284)
C (0.2902, -4.1531, 4.7877)
C (3.8036, 1.5571, 1.6724)
H (2.9016, 4.8308, 1.6411)
H (1.1411, -5.8668, 3.8066)
Mg (0.3816, -0.5258, 0.5769)
H (-2.6764, 1.5613, 4.4133)
C (3.8904, 2.9602, 1.8129)
H (-2.5868, -1.4727, 4.5200)
H (3.2095, -2.2172, 1.2494)
C (4.8326, 0.6492, 1.9946)


DFT (wB97M-V/def2-TZVPD) results for an isolated molecule of C21H24FNO4.

The calculation puts the HOMO energy at -0.291 Ha. As for the molar mass: 373.4 g mol⁻¹. As for the gap between HOMO and LUMO: 8.24 eV. The value obtained for the total energy is -1270.16547 hartree. For the LUMO energy, the calculation gives 0.0122 hartree. Its maximum force is 0.8 eV/Å.

Cartesian coordinates (Å):
C (2.6390, 1.6042, -0.0328)
H (-1.2541, -1.3827, -0.9953)
C (-5.4260, -2.2241, 0.6074)
H (4.1640, 2.8532, 0.8009)
O (-1.9762, 1.2890, -2.4755)
C (-4.0477, -1.2191, -1.0658)
H (-5.8013, -3.0924, 1.1255)
N (-1.7197, -0.8127, -1.6825)
H (-6.7843, 0.8139, 2.9552)
C (-1.3226, 0.4756, -1.8442)
F (8.2305, -2.2777, 0.4541)
H (-4.3548, 2.6607, 0.2017)
H (7.7496, 0.7169, 2.0247)
H (-4.1492, -3.3296, -0.6988)
C (-7.4754, 0.0931, 2.5138)
H (-8.1563, -0.2745, 3.2818)
C (4.4811, -0.4536, 0.2389)
C (4.8265, 0.8358, 0.6336)
C (2.2772, 0.3133, -0.4339)
C (7.7761, 0.0042, -0.0192)
H (6.6813, -0.6718, 1.7308)
H (-4.1468, 0.8913, -1.1897)
C (-4.5024, -2.3504, -0.4119)
C (3.8844, 1.8591, 0.4891)
H (0.8536, -1.0664, -1.2306)
H (-5.7103, 2.5382, -0.9533)
H (8.2563, 0.9207, -0.3631)
H (7.0496, -0.3041, -0.7737)
H (5.1718, -1.2767, 0.3341)
C (-0.0256, 0.8329, -1.2318)
O (6.0160, 1.2120, 1.1759)
C (0.9775, -0.0171, -0.9873)
H (1.9364, 2.4161, -0.1307)
H (9.3759, -1.2451, -0.7986)
H (9.5282, -0.8564, 0.9470)
C (7.0548, 0.2684, 1.3084)
H (-2.8947, -2.3069, -2.5213)
C (-5.4390, 2.5468, 0.1067)
C (-3.0087, -1.2832, -2.1552)
O (-6.8062, -1.0535, 2.0409)
C (-4.5216, 0.0252, -0.6692)
C (-5.9100, -0.9845, 1.0151)
C (8.8293, -1.0813, 0.1350)
H (-8.0492, 0.5815, 1.7234)
O (-5.9026, 1.3967, 0.7715)
H (0.0847, 1.8941, -1.0643)
H (-5.9340, 3.3830, 0.5991)
C (-5.4388, 0.1712, 0.3614)
H (-3.2880, -0.6273, -2.9838)
C (3.2254, -0.6990, -0.2818)
H (2.9762, -1.7072, -0.5817)


DFT (wB97M-V/def2-TZVPD) results for C21H24GeN4O2Re as an isolated structure.

Its spin multiplicity is 2. The calculation puts the HOMO energy (alpha / beta) at -0.555 / -0.556 Ha. As for the molar mass: 623.3 g mol⁻¹. As for the gap between HOMO and LUMO (alpha / beta): 6.96 / 6.63 eV. The value obtained for the total energy is -3338.76976 hartree. For the LUMO energy (alpha / beta), the calculation gives -0.2994 / -0.3124 hartree. As for the expectation value of S²: 0.763. As for the charge: +2. Its maximum force is 0.5 eV/Å.

Cartesian coordinates (Å):
H (2.0474, -0.6314, 1.3699)
H (-3.5159, -2.5990, 0.5199)
H (-0.9545, 4.3821, -1.4839)
H (4.0269, -4.0590, -2.8917)
O (-1.0941, -1.8575, -1.6007)
C (1.0801, -2.7297, -1.9728)
C (-3.7371, -1.5355, 0.4373)
H (-0.0498, -0.4091, 2.0165)
H (-0.6022, -2.0023, 1.2912)
N (-1.1972, 1.0328, -1.4042)
H (-3.0901, 4.0795, -2.7660)
H (-3.8223, 1.6346, 2.0763)
H (-2.6169, -0.1689, -2.2998)
C (-1.3742, 3.4047, -1.6719)
H (-3.6329, -1.2510, -0.6062)
H (1.5550, -4.5504, -2.9439)
C (-0.4159, -2.9168, -2.0573)
N (1.5029, -1.5801, -1.3868)
H (3.1129, -0.3658, -0.9167)
N (0.9009, 1.3255, -0.0101)
H (-2.8535, 1.8476, 0.6280)
C (-2.5889, -1.2261, 3.4599)
Ge (-2.6243, -0.5171, 1.6518)
C (3.7775, 2.7904, 1.8271)
N (0.4275, 2.4205, -0.4317)
H (4.2741, 3.7425, 1.9513)
C (2.0527, 1.4613, 0.8274)
C (2.8216, -1.2987, -1.3771)
O (-0.9115, -3.9304, -2.4347)
H (4.7955, -1.9041, -1.8946)
C (4.2405, 1.6692, 2.5086)
C (3.6138, 0.4418, 2.3432)
H (3.9734, -0.4297, 2.8723)
H (5.0931, 1.7546, 3.1683)
C (-0.5758, -0.9056, 1.1981)
H (-3.9372, 1.7679, -3.1748)
H (-1.8804, -0.6932, 4.0912)
C (3.7475, -2.1657, -1.9165)
C (-3.0323, 1.9374, -2.6091)
C (3.3135, -3.3610, -2.4738)
H (-3.5857, -1.1003, 3.8868)
Re (-0.0748, -0.4666, -0.6176)
C (-2.3269, 0.8574, -2.1220)
C (-2.5519, 3.2227, -2.3831)
H (2.3225, 3.5695, 0.4651)
H (-2.0898, 1.9012, 2.2328)
C (1.9543, -3.6472, -2.5035)
H (-2.3520, -2.2887, 3.4673)
C (-0.7233, 2.2859, -1.1893)
C (2.6830, 2.6991, 0.9898)
H (-4.7756, -1.3831, 0.7362)
C (-2.8528, 1.4138, 1.6258)
C (2.5233, 0.3319, 1.4978)


DFT (wB97M-V/def2-TZVPD) results for C21H24IMgN7O as an isolated structure.

The calculation puts the HOMO energy at -0.506 Ha. As for the molar mass: 541.7 g mol⁻¹. As for the gap between HOMO and LUMO: 7.56 eV. The value obtained for the total energy is -1770.53762 hartree. For the LUMO energy, the calculation gives -0.2277 hartree. As for the charge: +2. Its maximum force is 0.6 eV/Å.

Cartesian coordinates (Å):
N (1.0648, -0.2002, -1.2437)
N (4.5201, 2.3217, 0.7511)
H (0.3936, 2.8973, 4.9536)
H (1.2508, -1.3017, -2.9712)
H (-1.3930, -0.9333, 4.0885)
H (-3.5728, 0.5964, 0.5084)
C (-3.0281, -0.7881, -1.0596)
C (5.2738, 3.9884, -0.8449)
H (-1.8599, -2.4062, 3.2477)
C (-1.4923, -1.3909, 3.1059)
H (-3.3124, -1.1507, 1.9699)
C (-0.6887, -4.6021, 0.0024)
C (-0.5059, -4.6736, -1.3650)
H (-2.7151, 0.3639, 2.6763)
H (-0.5051, -3.3385, 1.7308)
Mg (0.3161, -0.2513, 0.6826)
H (-0.7418, -5.5767, -1.9078)
H (4.0567, 4.5671, -3.9540)
C (0.2921, -2.4271, -1.2966)
H (1.2337, 0.8537, 3.7559)
C (0.8910, -1.2453, -1.9462)
H (-1.0621, -5.4429, 0.5663)
C (5.1299, 4.5636, -2.0900)
H (6.0229, 4.3432, -0.1517)
C (4.1568, 4.1031, -2.9838)
H (-0.4750, -1.4901, 2.7035)
N (0.1048, -2.3457, 0.0387)
C (-0.5979, 3.3273, 2.9940)
H (-0.9720, 2.7050, 0.8899)
C (-0.5224, 2.5263, 1.8513)
H (0.1664, -3.5725, -3.0950)
N (0.2287, 1.4489, 2.0597)
H (-2.1821, -1.0193, -1.7070)
H (5.7763, 5.3816, -2.3753)
H (-3.3705, -1.7098, -0.5886)
N (1.7794, 0.8377, -1.8112)
C (-2.4118, -0.5789, 2.2093)
C (3.6989, 1.3362, 1.0926)
C (-0.0020, -3.5608, -2.0295)
H (-3.8329, -0.4177, -1.6926)
C (4.4264, 2.9409, -0.4983)
C (3.4591, 2.4601, -1.3735)
N (0.6246, 1.5447, 3.3449)
N (2.7614, 0.8254, 0.3453)
H (3.8572, 0.9340, 2.0866)
C (3.3328, 3.0560, -2.6341)
C (0.1601, 2.6599, 3.9317)
O (-1.7567, -0.2695, 0.9666)
C (-0.3754, -3.4194, 0.6588)
H (-2.2070, 1.1343, -0.4642)
I (-1.6116, 5.0930, 3.2155)
C (2.6216, 1.3410, -0.9506)
H (2.5845, 2.6815, -3.3173)
H (5.2289, 2.6241, 1.4067)
C (-2.6834, 0.2538, -0.0242)


DFT (wB97M-V/def2-TZVPD) results for an isolated molecule of C21H24N2O3 in a non-equilibrium geometry.

The calculation puts the HOMO energy at -0.282 Ha. As for the molar mass: 352.4 g mol⁻¹. As for the gap between HOMO and LUMO: 8.41 eV. The value obtained for the total energy is -1149.79655 hartree. For the LUMO energy, the calculation gives 0.0267 hartree. Its maximum force is 2.5 eV/Å.

Cartesian coordinates (Å):
H (1.8983, 1.8899, -2.4790)
C (6.1360, -1.3655, -2.9093)
C (2.5159, 0.1883, -1.2451)
H (4.6830, -4.2506, -1.0603)
H (6.8891, -1.4322, -2.1293)
H (-5.2036, -1.7515, 0.9677)
H (1.2678, 0.4052, 1.5272)
O (-5.4417, -1.6086, 0.0327)
C (-6.9871, 0.1265, 0.6863)
H (-2.2570, 2.6319, 2.9260)
C (-6.5399, 0.7291, 2.0247)
C (1.4512, 1.1462, -1.7881)
H (-6.5171, -0.0267, 2.8528)
H (-2.9002, 0.3285, -0.6663)
H (-5.7223, 0.0458, -1.1704)
C (-4.2819, 1.9044, 2.5776)
H (-7.2140, 1.5251, 2.3530)
H (4.0589, -1.0137, 1.6392)
O (5.3555, -2.6241, 0.1194)
C (4.4318, -1.7446, -0.3202)
H (3.0557, -0.6052, -3.2391)
H (0.7183, 0.5665, -2.3387)
H (2.5672, 2.7670, 0.1107)
O (4.9959, -2.1488, -2.6279)
C (-5.1173, 1.1274, 1.7769)
C (2.8824, 0.0724, 0.1416)
H (4.0145, -4.1439, 0.5229)
C (3.2194, -0.6422, -2.1453)
H (-7.5664, 0.8711, 0.1271)
H (6.6029, -1.7015, -3.8444)
H (-7.6399, -0.7457, 0.8459)
N (0.8095, 1.8587, -0.6847)
H (-4.6756, 2.3581, 3.4857)
C (-3.2996, 0.8054, 0.2277)
N (-1.1109, 1.8910, 0.7263)
H (2.7913, 1.1239, 1.9992)
C (-2.4540, 1.6098, 1.0235)
H (5.8603, -0.3455, -3.0557)
C (4.9498, -3.9995, -0.0118)
C (-4.6381, 0.5639, 0.6215)
C (-2.9489, 2.1007, 2.2302)
C (4.1819, -1.5668, -1.6906)
C (2.1495, 0.8943, 1.1250)
H (-1.1586, 1.2173, -1.2577)
H (1.2314, 2.9285, 1.1506)
C (-0.5621, 1.6288, -0.4401)
H (5.7036, -4.6986, 0.3277)
C (3.8201, -0.9059, 0.5859)
C (1.6882, 2.2457, 0.4675)
C (-5.6929, -0.2302, -0.0986)


DFT (wB97M-V/def2-TZVPD) results for an isolated molecule of C21H24N2O3.

The calculation puts the HOMO energy at -0.310 Ha. As for the molar mass: 352.4 g mol⁻¹. As for the gap between HOMO and LUMO: 9.14 eV. The value obtained for the total energy is -1149.88992 hartree. For the LUMO energy, the calculation gives 0.0259 hartree. Its maximum force is 0.5 eV/Å.

Cartesian coordinates (Å):
C (4.5053, 0.4551, 0.6018)
C (1.0226, 0.6717, -1.1965)
H (0.8148, 0.4859, -2.2511)
N (-0.1034, 1.3945, -0.6390)
C (3.4416, 1.3672, 1.1973)
O (-2.7705, 2.0711, 0.3527)
C (-1.0761, 1.8312, -1.4634)
H (-0.7646, 2.2948, 1.1373)
C (2.7817, -3.2898, -0.5891)
C (3.6885, -2.6533, -1.4186)
C (3.0124, -1.5156, 1.0090)
H (1.7450, -3.2142, 1.2827)
C (2.4476, -2.7195, 0.6281)
H (-3.1009, 0.3490, -1.7608)
H (3.1484, 0.9416, -1.4291)
C (-3.3787, 0.8412, 0.3184)
H (0.1963, 0.8169, 1.3278)
H (1.5762, 2.7798, 1.9453)
H (-4.2255, -1.7969, -1.5970)
O (-1.0501, 1.6314, -2.6651)
C (-3.9000, 0.3969, 1.5327)
C (4.2497, -1.4463, -1.0391)
C (2.3030, 1.5003, -1.0383)
C (-5.3599, -2.9613, 0.5903)
H (-5.3278, -3.4911, -0.3582)
C (1.3688, 2.5756, 0.8939)
C (3.9147, -0.8628, 0.1760)
H (5.0126, 0.9463, -0.2303)
H (2.1976, 2.4305, -1.6104)
H (-3.0231, 2.6783, -1.6151)
N (2.4927, 1.8402, 0.3518)
C (-4.5326, -0.8247, 1.6113)
C (-2.2478, 2.6010, -0.8423)
H (-1.9138, 3.6129, -0.5883)
H (2.3400, -4.2286, -0.8875)
C (-3.4989, 0.0407, -0.8076)
C (0.0884, 1.7430, 0.7511)
H (1.1331, -0.2818, -0.6688)
H (-3.7986, 1.0303, 2.4002)
H (-6.4026, -2.8202, 0.8730)
C (-4.6639, -1.6375, 0.4889)
H (-4.8905, -3.5818, 1.3526)
H (4.9597, -0.9574, -1.6923)
H (1.2624, 3.5205, 0.3498)
H (2.7583, -1.0738, 1.9619)
C (-4.1390, -1.1851, -0.7106)
H (3.9597, -3.0962, -2.3655)
H (5.2389, 0.2859, 1.3946)
H (-4.9333, -1.1563, 2.5583)
O (3.4414, 1.6606, 2.3773)